Record 1
A structure of composition C7H14Cl2OV. Source: the OMol25 dataset; level of theory: ωB97M-V/def2-TZVPD.

Total charge: -1
ΔE to the lowest compared entry with this formula, charge and spin in eV: 0.000
Spin multiplicity: 3
Orbital gap (spin up / spin down) in eV: 5.883 / 5.853
E in eV: -60267.178
Largest force on an atom in eV/A: 4.42
E_HOMO (spin up / spin down) in eV: -2.730 / -2.703
LUMO level (spin up / spin down) in eV: 3.15 / 3.15

Geometry as XYZ:
```
25
C7H14Cl2OV | the OMol25 dataset | ωB97M-V/def2-TZVPD
V -1.02 -0.35 1.17
Cl -2.97 -0.60 1.97
Cl 0.77 0.15 2.19
C -1.05 0.81 -1.07
H -1.95 1.43 -1.13
H -0.14 1.35 -0.79
C -0.57 -1.41 -0.58
C -0.92 -0.35 -1.89
H 0.54 -1.52 -0.56
C -2.19 -0.78 -2.62
H 0.01 -0.35 -2.51
C -3.23 -1.30 -1.63
H -2.58 0.08 -3.16
H -1.93 -1.56 -3.35
C -2.83 -2.60 -0.92
H -3.48 -0.54 -0.89
H -4.16 -1.48 -2.19
C -1.34 -2.71 -0.52
H -3.46 -2.74 -0.03
H -3.07 -3.44 -1.59
H -1.27 -3.13 0.49
H -0.86 -3.45 -1.18
O 2.21 0.00 -1.91
H 2.81 -0.76 -1.87
H 2.43 0.54 -1.15
```

Partial atomic charges computed with the Löwdin method, in multiples of e: atom 1 (V): -0.031, atom 2 (Cl): -0.017, atom 3 (Cl): -0.069, atom 4 (C): -0.171, atom 5 (H): 0.027, atom 6 (H): 0.015, atom 7 (C): -0.309, atom 8 (C): -0.405, atom 9 (H): 0.059, atom 10 (C): -0.195, atom 11 (H): 0.095, atom 12 (C): -0.227, atom 13 (H): 0.101, atom 14 (H): 0.105, atom 15 (C): -0.229, atom 16 (H): 0.074, atom 17 (H): 0.096, atom 18 (C): -0.280, atom 19 (H): 0.076, atom 20 (H): 0.093, atom 21 (H): 0.083, atom 22 (H): 0.087, atom 23 (O): -0.061, atom 24 (H): 0.045, atom 25 (H): 0.039


Record 2
A structure of composition C17H14LiO3. Source: the OMol25 dataset; level of theory: ωB97M-V/def2-TZVPD.

Total charge: +1
ΔE to the lowest compared entry with this formula, charge and spin in eV: 0.000
Orbital gap in eV: 6.402
E in eV: -24194.701
Largest force on an atom in eV/A: 2.99
E_HOMO in eV: -11.430
LUMO level in eV: -5.03

Geometry as XYZ:
```
35
C17H14LiO3 | the OMol25 dataset | ωB97M-V/def2-TZVPD
C -2.35 -1.87 -2.46
C -3.52 -2.57 -1.69
O -3.81 -2.02 -0.40
C -2.93 -2.56 0.63
C -1.97 -1.38 1.02
C -2.49 -0.15 1.61
C -1.54 0.93 1.94
C -0.13 0.76 1.66
C 0.36 -0.50 1.05
C -0.54 -1.59 0.73
C 1.88 -0.60 0.73
O 2.51 -1.61 0.88
C 2.51 0.72 0.17
C 3.47 0.77 -0.92
C 3.95 2.09 -1.35
C 3.52 3.32 -0.70
C 2.54 3.26 0.40
C 2.03 1.97 0.80
C 0.96 1.84 1.94
O 0.96 2.52 2.93
H -1.89 -2.62 -3.17
H -2.68 -1.01 -3.10
H -1.52 -1.49 -1.81
H -4.45 -2.41 -2.31
H -3.41 -3.69 -1.64
H -3.55 -2.92 1.49
H -2.35 -3.42 0.21
H -3.57 0.02 1.80
H -1.88 1.89 2.37
H -0.22 -2.55 0.27
H 3.81 -0.16 -1.43
H 4.67 2.15 -2.20
H 3.86 4.35 -0.99
H 2.15 4.16 0.94
Li 5.60 4.36 0.60
```

Partial atomic charges computed with the Löwdin method, in multiples of e: atom 1 (C): -0.073, atom 2 (C): -0.259, atom 3 (O): -0.171, atom 4 (C): -0.148, atom 5 (C): -0.132, atom 6 (C): 0.022, atom 7 (C): 0.018, atom 8 (C): -0.069, atom 9 (C): -0.062, atom 10 (C): 0.040, atom 11 (C): -0.280, atom 12 (O): 0.135, atom 13 (C): -0.032, atom 14 (C): 0.024, atom 15 (C): -0.065, atom 16 (C): -0.155, atom 17 (C): -0.023, atom 18 (C): -0.051, atom 19 (C): -0.284, atom 20 (O): 0.125, atom 21 (H): 0.079, atom 22 (H): 0.080, atom 23 (H): 0.056, atom 24 (H): 0.125, atom 25 (H): 0.121, atom 26 (H): 0.134, atom 27 (H): 0.121, atom 28 (H): 0.127, atom 29 (H): 0.120, atom 30 (H): 0.131, atom 31 (H): 0.130, atom 32 (H): 0.108, atom 33 (H): 0.087, atom 34 (H): 0.123, atom 35 (Li): 0.898


Record 3
A cluster of 3 separate species, C34H68Cl2N3O7 in total. Source: the OMol25 dataset; level of theory: ωB97M-V/def2-TZVPD.

Total charge: 0
Spin multiplicity: 2
Orbital gap (spin up / spin down) in eV: 8.939 / 8.731
E in eV: -80198.535
Largest force on an atom in eV/A: 4.97
E_HOMO (spin up / spin down) in eV: -8.538 / -8.551
LUMO level (spin up / spin down) in eV: 0.40 / 0.18

Geometry as XYZ:
```
114
C34H68Cl2N3O7 | the OMol25 dataset | ωB97M-V/def2-TZVPD
C 0.43 1.58 6.14
C 0.63 -0.02 6.08
O -0.34 -0.75 5.72
O 1.92 -0.53 6.42
C 1.92 -1.14 7.75
C 1.26 -2.60 7.80
C 2.07 -3.69 6.92
C 1.08 -4.79 6.27
C 0.32 -4.07 5.04
C 0.42 -4.86 3.66
C -0.24 -3.89 2.51
C 0.42 -4.03 1.08
C 1.19 -2.80 0.43
C 0.32 -2.31 -0.86
Cl 0.81 -2.81 -2.58
C -0.86 -1.54 -0.78
C -1.49 -1.06 0.59
Cl -1.76 -1.06 -2.32
C 1.63 -1.58 1.35
C 3.12 -1.63 1.96
C 3.02 -1.07 3.49
C 4.03 -0.52 1.19
N 3.74 -2.97 2.06
O 3.43 -3.64 3.14
C 3.71 -3.77 0.81
C 3.82 -5.37 1.12
C 5.12 -3.45 0.04
C 2.56 -3.40 -0.24
H 1.07 2.11 5.36
H 0.68 1.98 7.18
H -0.66 1.75 5.83
H 1.37 -0.40 8.44
H 3.01 -1.14 8.12
H 0.16 -2.51 7.52
H 1.28 -2.91 8.91
H 2.61 -3.17 6.06
H 2.76 -4.24 7.64
H 1.60 -5.76 5.96
H 0.29 -5.03 7.07
H -0.80 -4.03 5.32
H 0.68 -2.98 4.95
H 1.45 -5.24 3.38
H -0.26 -5.80 3.73
H -1.33 -4.26 2.43
H -0.29 -2.86 2.98
H -0.42 -4.34 0.34
H 1.12 -4.95 1.10
H -1.45 0.10 0.61
H -1.04 -1.51 1.53
H -2.61 -1.34 0.57
H 1.62 -0.65 0.67
H 0.93 -1.31 2.21
H 2.80 0.06 3.49
H 4.04 -1.25 3.99
H 2.22 -1.59 4.11
H 5.14 -0.62 1.43
H 3.62 0.50 1.50
H 3.83 -0.65 0.06
H 3.83 -5.92 0.13
H 4.86 -5.53 1.60
H 2.98 -5.75 1.78
H 5.10 -2.43 -0.48
H 6.00 -3.43 0.78
H 5.27 -4.25 -0.78
H 2.31 -4.34 -0.82
H 2.99 -2.56 -0.91
C -1.46 1.70 -4.62
O -0.40 1.52 -5.54
C -0.10 0.14 -5.79
C -0.48 -0.24 -7.22
N -1.94 -0.27 -7.39
C -2.36 -0.37 -8.79
C -2.00 0.79 -9.73
O -2.67 2.01 -9.42
C -2.03 2.80 -8.43
H -1.52 2.77 -4.38
H -2.42 1.40 -5.06
H -1.29 1.15 -3.69
H -0.58 -0.52 -5.06
H 0.98 0.03 -5.67
H -0.07 -1.23 -7.45
H -0.01 0.49 -7.89
H -2.33 0.59 -7.00
H -3.45 -0.46 -8.78
H -1.97 -1.30 -9.21
H -2.34 0.51 -10.73
H -0.92 0.95 -9.81
H -0.95 2.70 -8.44
H -2.43 2.57 -7.44
H -2.28 3.85 -8.63
C -2.56 8.71 -0.73
O -3.61 8.01 -1.36
C -3.23 7.38 -2.58
C -3.23 5.86 -2.43
N -2.13 5.41 -1.57
C -2.23 4.00 -1.18
C -3.43 3.59 -0.32
O -3.42 4.14 0.99
C -3.98 5.44 1.09
H -2.97 9.27 0.11
H -1.80 8.02 -0.34
H -2.09 9.42 -1.43
H -2.26 7.75 -2.95
H -3.99 7.65 -3.33
H -3.12 5.40 -3.42
H -4.20 5.57 -2.02
H -2.12 5.98 -0.73
H -1.32 3.78 -0.62
H -2.20 3.38 -2.09
H -3.36 2.50 -0.18
H -4.39 3.77 -0.82
H -4.79 5.60 0.37
H -3.21 6.20 0.97
H -4.39 5.55 2.10
```

Löwdin population analysis, charges in e, atoms 1 to 99: atom 1 (C): 0.005, atom 2 (C): -0.404, atom 3 (O): 0.047, atom 4 (O): -0.115, atom 5 (C): -0.175, atom 6 (C): -0.166, atom 7 (C): -0.190, atom 8 (C): -0.191, atom 9 (C): -0.216, atom 10 (C): -0.190, atom 11 (C): -0.179, atom 12 (C): -0.124, atom 13 (C): -0.339, atom 14 (C): -0.502, atom 15 (Cl): 0.568, atom 16 (C): -0.611, atom 17 (C): -0.092, atom 18 (Cl): 0.568, atom 19 (C): -0.064, atom 20 (C): -0.407, atom 21 (C): -0.052, atom 22 (C): -0.045, atom 23 (N): -0.127, atom 24 (O): -0.034, atom 25 (C): -0.417, atom 26 (C): -0.048, atom 27 (C): -0.057, atom 28 (C): -0.123, atom 29 (H): 0.087, atom 30 (H): 0.087, atom 31 (H): 0.097, atom 32 (H): 0.132, atom 33 (H): 0.139, atom 34 (H): 0.107, atom 35 (H): 0.120, atom 36 (H): 0.107, atom 37 (H): 0.106, atom 38 (H): 0.109, atom 39 (H): 0.107, atom 40 (H): 0.124, atom 41 (H): 0.079, atom 42 (H): 0.083, atom 43 (H): 0.117, atom 44 (H): 0.120, atom 45 (H): 0.081, atom 46 (H): 0.132, atom 47 (H): 0.109, atom 48 (H): 0.093, atom 49 (H): 0.054, atom 50 (H): 0.091, atom 51 (H): 0.138, atom 52 (H): 0.105, atom 53 (H): 0.093, atom 54 (H): 0.108, atom 55 (H): 0.053, atom 56 (H): 0.095, atom 57 (H): 0.088, atom 58 (H): 0.079, atom 59 (H): 0.088, atom 60 (H): 0.099, atom 61 (H): 0.061, atom 62 (H): 0.066, atom 63 (H): 0.098, atom 64 (H): 0.096, atom 65 (H): 0.115, atom 66 (H): 0.102, atom 67 (C): -0.127, atom 68 (O): -0.192, atom 69 (C): -0.205, atom 70 (C): -0.206, atom 71 (N): -0.053, atom 72 (C): -0.199, atom 73 (C): -0.222, atom 74 (O): -0.181, atom 75 (C): -0.100, atom 76 (H): 0.078, atom 77 (H): 0.081, atom 78 (H): 0.026, atom 79 (H): 0.095, atom 80 (H): 0.121, atom 81 (H): 0.122, atom 82 (H): 0.100, atom 83 (H): 0.066, atom 84 (H): 0.117, atom 85 (H): 0.116, atom 86 (H): 0.119, atom 87 (H): 0.108, atom 88 (H): 0.089, atom 89 (H): 0.069, atom 90 (H): 0.088, atom 91 (C): -0.115, atom 92 (O): -0.198, atom 93 (C): -0.208, atom 94 (C): -0.207, atom 95 (N): -0.051, atom 96 (C): -0.192, atom 97 (C): -0.217, atom 98 (O): -0.181, atom 99 (C): -0.099


Record 4
A cluster of 2 separate species, CH3O3S2 in total. Source: the OMol25 dataset; level of theory: ωB97M-V/def2-TZVPD.

Total charge: -1
ΔE to the lowest compared entry with this formula, charge and spin in eV: 1.835
Orbital gap in eV: 6.922
E in eV: -28898.563
Largest force on an atom in eV/A: 5.93
E_HOMO in eV: -4.410
LUMO level in eV: 2.51

Geometry as XYZ:
```
9
CH3O3S2 | the OMol25 dataset | ωB97M-V/def2-TZVPD
C 1.91 0.22 0.32
O -3.19 0.10 0.34
O -1.36 -0.88 -1.33
O -0.95 1.02 0.29
S 3.05 -0.83 0.83
S -1.75 -0.21 0.37
H 1.62 0.99 1.12
H 1.25 0.05 -0.45
H -0.59 -0.46 -1.49
```

Partial atomic charges computed with the Löwdin method, in multiples of e: atom 1 (C): -0.562, atom 2 (O): -0.535, atom 3 (O): -0.351, atom 4 (O): -0.558, atom 5 (S): 0.528, atom 6 (S): 0.639, atom 7 (H): 0.032, atom 8 (H): -0.060, atom 9 (H): -0.132